[1]
Below is C37H36Br2N5O2V as an isolated structure in a non-equilibrium geometry, with properties calculated with ωB97M-V with the def2-TZVPD basis set.

The geometry in XYZ format:
```
83
Properties=species:S:1:pos:R:3:forces:R:3:lowdin_spin:R:1
V 0.242 -0.134 -0.647 0.9 -1.0 1.3 1.87
C -0.978 -3.202 1.655 0.0 0.1 0.0 0.00
C -1.885 -2.014 1.715 0.1 -0.2 0.1 0.00
C -2.915 -2.000 2.656 -0.1 0.2 0.0 0.00
C -3.724 -0.890 2.763 0.1 -0.1 0.0 0.00
C -3.521 0.162 1.890 0.0 0.1 -0.1 0.00
C -2.523 0.055 0.929 -0.2 -0.3 0.4 0.00
N -1.689 -0.997 0.874 0.1 0.5 -0.3 0.02
C -2.390 1.057 -0.146 0.0 0.1 -0.2 0.02
C -3.343 2.051 -0.315 -0.1 0.1 0.0 0.00
C -3.232 2.950 -1.358 0.1 -0.2 0.1 0.02
C -2.191 2.797 -2.252 0.1 0.0 0.0 0.00
C -1.290 1.760 -2.069 -0.3 0.1 0.1 0.02
N -1.353 0.924 -1.004 -2.1 1.4 -0.4 0.00
C -0.257 1.432 -3.052 0.3 -0.1 -0.5 0.01
C -0.116 2.110 -4.255 -0.2 0.0 0.2 0.00
C 0.845 1.685 -5.151 0.1 -0.2 0.1 0.01
C 1.633 0.604 -4.805 -0.1 0.2 -0.1 0.00
C 1.461 -0.025 -3.577 0.1 -0.2 0.0 0.01
C 2.352 -1.172 -3.224 -0.1 0.0 0.0 0.00
N 0.518 0.386 -2.716 -0.4 0.2 -0.6 -0.01
H -1.479 -4.083 2.052 0.0 0.0 0.0 0.00
H -0.653 -3.404 0.641 0.0 0.0 0.0 0.00
H -0.100 -3.007 2.273 0.0 0.0 -0.1 0.00
H -3.068 -2.855 3.301 0.1 0.0 0.0 0.00
H -4.510 -0.844 3.506 0.0 0.0 0.0 0.00
H -4.134 1.046 1.972 0.0 0.0 0.0 0.00
H -4.182 2.127 0.356 0.0 0.0 0.0 0.00
H -3.970 3.728 -1.492 0.0 0.0 0.0 0.00
H -2.090 3.469 -3.089 0.0 0.0 0.0 0.00
H -0.748 2.950 -4.497 0.0 0.0 0.0 0.00
H 0.973 2.188 -6.100 0.0 0.0 0.0 0.00
H 2.396 0.241 -5.479 0.0 0.0 0.0 0.00
H 3.250 -1.146 -3.839 0.0 0.0 0.0 0.00
H 2.640 -1.132 -2.176 0.0 0.0 0.0 0.00
H 1.844 -2.119 -3.418 0.0 0.0 0.0 0.00
Br -0.168 2.768 1.702 0.0 0.0 0.2 0.00
C -0.608 2.584 3.587 0.0 -0.1 -0.1 0.00
Br -0.792 0.750 4.149 0.1 0.1 0.0 0.00
H -1.548 3.091 3.759 0.0 0.0 0.0 0.00
H 0.198 3.032 4.153 0.0 0.0 0.0 0.00
O 3.562 1.284 6.340 0.1 0.0 0.2 0.00
C 3.529 0.000 5.922 0.1 0.0 0.0 0.00
O 3.833 -0.879 6.676 -0.1 0.0 0.0 0.01
C 3.081 -0.244 4.519 -0.1 -0.1 -0.2 0.02
C 3.017 0.732 3.527 0.0 -0.1 0.2 0.00
C 2.512 0.443 2.274 -0.1 -0.1 -0.2 0.02
C 2.048 -0.841 1.961 0.5 0.0 0.5 0.01
C 2.195 -1.838 2.940 -0.1 0.1 -0.2 0.02
C 2.691 -1.538 4.192 0.1 0.0 0.1 0.00
N 1.490 -1.144 0.713 -0.3 -0.5 0.0 0.19
C 1.768 -2.331 0.180 0.2 -0.3 0.0 0.20
C 1.042 -2.787 -0.932 0.1 -0.2 0.2 0.11
C 1.274 -4.030 -1.562 -0.2 -0.1 -0.1 0.05
C 0.427 -4.443 -2.555 0.2 0.0 0.2 0.06
C -0.640 -3.608 -2.952 -0.1 0.2 0.0 0.09
C -0.761 -2.374 -2.361 -0.1 -0.3 -0.4 0.03
N 0.051 -1.952 -1.381 0.2 -1.1 -0.4 0.13
H 3.332 1.897 5.636 -0.1 0.0 -0.1 0.00
H 3.409 1.730 3.703 -0.1 0.0 -0.1 0.00
H 2.526 1.192 1.501 -0.1 0.1 0.0 0.00
H 1.898 -2.855 2.720 0.0 0.0 0.0 0.00
H 2.793 -2.307 4.947 0.0 0.0 0.0 0.00
H 2.551 -2.962 0.590 0.0 0.0 0.0 0.01
H 2.115 -4.631 -1.244 0.0 0.0 0.0 0.00
H 0.579 -5.398 -3.040 0.0 0.0 0.0 0.00
H -1.346 -3.924 -3.705 0.0 0.1 0.0 0.00
H -1.537 -1.686 -2.678 0.0 0.0 0.0 0.00
C 4.574 2.947 0.273 0.0 0.0 0.0 0.00
C 4.025 2.487 -1.083 0.0 0.0 -0.1 0.01
C 5.066 1.611 -1.801 0.0 0.1 0.0 0.00
C 3.679 3.704 -1.953 0.0 0.0 0.0 0.00
C 2.818 1.671 -0.891 -0.2 0.1 0.0 0.05
C 1.822 0.987 -0.744 1.2 1.2 0.0 -0.03
H 5.475 3.545 0.125 0.0 0.0 0.0 0.00
H 4.826 2.089 0.898 0.0 0.0 0.0 0.00
H 3.837 3.557 0.797 0.0 0.0 0.0 0.00
H 6.017 2.141 -1.873 0.0 0.0 0.0 0.00
H 4.727 1.368 -2.809 0.0 0.0 0.0 0.00
H 5.228 0.681 -1.254 0.0 0.0 0.0 0.00
H 4.584 4.272 -2.178 0.0 0.0 0.0 0.00
H 2.977 4.358 -1.434 0.0 0.0 0.0 0.00
H 3.223 3.386 -2.892 0.0 0.0 0.0 0.00
```
Forces are in eV/Å.

Output
Max |F|   0.0498 hartree/bohr
Multiplicity   4
Kohn-Sham gap (alpha / beta)   4.90 / 6.86 eV
Net charge   +1
HOMO (alpha / beta)   -8.516 / -10.747 eV
Energy above the lowest of the compared OMol25 structures with the same formula, charge and spin   38.8 kcal/mol



[2]
Below is C12H31BrIN3O5PS2 as an isolated structure, with properties calculated with ωB97M-V with the def2-TZVPD basis set.

The geometry in XYZ format:
```
56
Properties=species:S:1:pos:R:3:forces:R:3:nbo_charge:R:1
O -3.226 4.286 -3.247 0.2 0.0 0.1 -0.92
S -2.308 4.425 -2.152 0.0 -0.1 -0.1 2.20
O -2.823 4.401 -0.811 0.0 -0.1 -0.1 -0.94
I -1.480 6.748 -2.428 0.0 0.2 0.0 -0.26
N -1.020 3.585 -2.386 -0.3 -0.4 0.3 -1.21
S -0.118 2.863 -1.286 0.2 0.0 -0.2 2.01
O 1.198 3.480 -1.276 -0.1 -0.1 0.0 -0.97
O -0.163 1.425 -1.467 0.0 0.2 -0.1 -0.96
P -0.499 2.961 0.860 0.0 0.1 0.3 0.80
O -0.948 4.499 1.171 -0.1 -0.3 -0.3 -0.96
Br -2.379 1.769 1.102 0.0 0.2 0.0 -0.26
H -0.494 4.780 1.967 0.1 0.2 0.2 0.49
C -4.881 -0.660 -1.249 0.0 0.0 0.0 -0.62
C -3.740 -1.440 -0.616 0.0 0.0 -0.1 -0.22
N -4.152 -2.223 0.539 0.0 0.0 0.0 -0.45
C -3.042 -2.678 1.355 0.0 0.0 0.1 -0.20
C -2.044 -3.663 0.731 0.0 0.0 0.0 -0.64
C -5.218 -3.179 0.305 0.0 0.0 0.0 -0.21
C -5.009 -4.232 -0.792 0.0 0.0 0.0 -0.64
H -5.398 -0.061 -0.498 0.0 0.0 0.0 0.21
H -4.485 0.016 -2.007 0.0 0.0 0.0 0.23
H -5.611 -1.311 -1.734 0.0 0.0 0.0 0.19
H -2.991 -0.727 -0.269 0.1 0.0 0.0 0.22
H -3.249 -2.049 -1.390 0.0 0.0 0.0 0.16
H -3.455 -3.118 2.268 0.0 0.0 0.0 0.18
H -2.491 -1.786 1.668 0.0 0.0 0.0 0.20
H -2.471 -4.658 0.606 0.0 0.0 0.0 0.19
H -1.171 -3.758 1.380 0.0 0.0 0.0 0.21
H -1.693 -3.314 -0.240 0.0 0.0 0.0 0.21
H -6.126 -2.619 0.068 0.0 0.0 0.0 0.19
H -5.421 -3.682 1.255 0.0 0.0 0.0 0.19
H -4.656 -3.777 -1.719 0.0 0.0 0.0 0.21
H -5.958 -4.728 -1.011 0.0 0.0 0.0 0.20
H -4.294 -5.001 -0.501 0.0 0.0 0.0 0.20
C 6.627 -0.860 0.409 0.0 0.0 0.0 -0.62
C 5.239 -0.539 0.946 0.0 0.0 0.0 -0.21
N 5.037 0.879 1.176 0.0 0.0 0.0 -0.46
C 3.854 1.173 1.971 -0.1 0.0 0.0 -0.20
C 2.493 0.805 1.379 0.0 0.0 0.0 -0.64
C 5.248 1.737 0.016 0.0 0.0 -0.1 -0.21
C 4.440 1.448 -1.255 0.0 0.0 0.0 -0.64
H 7.396 -0.418 1.045 0.0 0.0 0.0 0.21
H 6.775 -1.941 0.386 0.0 0.0 0.0 0.20
H 6.767 -0.489 -0.607 0.0 0.0 0.0 0.20
H 5.110 -1.040 1.910 0.0 0.0 0.0 0.19
H 4.488 -0.978 0.270 0.0 0.0 0.0 0.16
H 3.869 2.244 2.193 0.0 0.0 0.0 0.19
H 3.974 0.662 2.933 0.0 0.0 0.0 0.18
H 2.224 1.449 0.544 0.0 0.0 0.0 0.23
H 1.713 0.921 2.134 0.0 0.0 0.0 0.21
H 2.463 -0.229 1.033 0.0 0.0 0.0 0.20
H 6.312 1.703 -0.234 0.0 0.0 0.0 0.18
H 5.055 2.764 0.338 0.0 0.0 0.0 0.20
H 4.478 0.390 -1.524 0.0 0.0 0.0 0.19
H 4.864 2.011 -2.089 0.0 0.0 0.0 0.21
H 3.395 1.739 -1.169 0.0 0.0 0.0 0.24
```
Forces are in eV/Å.

Output
Max |F|   0.0102 hartree/bohr
Kohn-Sham gap   8.58 eV
Net charge   -1
HOMO   -6.048 eV
Energy above the lowest of the compared OMol25 structures with the same formula, charge and spin   0.0 kcal/mol



[3]
Below is C24H25F9N2O7S2TcTe as an isolated structure, with properties calculated with ωB97M-V with the def2-TZVPD basis set.

The geometry in XYZ format:
```
71
Properties=species:S:1:pos:R:3:forces:R:3:lowdin_spin:R:1
Tc -0.173 -2.463 -1.698 0.4 -0.5 -0.1 0.80
F -3.040 -2.106 -5.832 0.0 0.0 0.0 0.00
C -1.866 -2.193 -5.237 0.0 -0.1 -0.1 0.00
F -0.943 -1.563 -5.948 -0.1 0.0 0.0 0.00
F -1.531 -3.456 -5.070 0.0 0.1 0.0 0.00
S -1.985 -1.304 -3.602 -0.1 0.1 -0.1 0.00
O -0.600 -0.945 -3.230 0.1 -0.2 -0.1 0.01
O -2.921 -0.248 -3.762 0.1 0.1 -0.1 0.00
N -2.423 -2.499 -2.617 -0.2 0.1 -0.1 0.00
S -2.893 -2.086 -1.134 -0.1 0.0 0.2 0.00
O -1.778 -1.269 -0.607 -0.1 -0.2 0.1 0.01
O -3.312 -3.234 -0.419 0.0 0.0 0.0 0.00
C -4.390 -0.969 -1.223 -0.1 0.0 0.1 0.00
F -5.068 -1.155 -0.104 0.0 0.0 0.0 0.00
F -5.121 -1.320 -2.261 0.0 0.0 0.0 0.00
F -4.032 0.298 -1.307 0.0 0.0 0.0 0.00
C 2.223 -3.664 0.911 0.0 0.0 -0.1 0.01
C 2.338 -3.236 -0.531 -0.1 0.1 0.1 0.03
O 3.180 -3.603 -1.297 0.1 0.0 -0.1 0.02
N 1.368 -2.263 -0.934 -0.1 0.2 0.1 0.07
Te 1.931 0.291 0.989 -0.1 0.2 0.1 0.60
C 2.121 1.709 2.499 0.0 0.0 0.1 0.06
C 2.040 3.092 2.246 0.0 -0.1 -0.2 0.03
C 1.874 3.679 0.865 0.0 0.0 0.1 0.01
C 2.148 3.952 3.329 0.0 0.0 0.0 0.00
C 2.325 3.491 4.628 0.0 0.0 0.0 0.04
C 2.421 4.444 5.784 0.0 0.0 0.0 0.01
C 2.423 2.117 4.841 0.0 0.0 0.1 0.00
C 2.333 1.211 3.801 0.0 -0.1 -0.1 0.03
C 2.438 -0.265 4.093 0.0 0.1 0.0 0.02
C 0.316 1.130 -0.027 0.0 -0.2 0.0 0.05
C 0.458 1.362 -1.398 0.1 0.0 -0.1 0.03
C 1.725 1.058 -2.156 -0.1 0.0 0.0 0.02
C -0.605 1.960 -2.065 0.0 0.1 -0.1 0.00
C -1.768 2.329 -1.406 0.0 0.0 -0.1 0.03
C -2.881 3.027 -2.135 0.0 0.0 0.0 0.00
C -1.885 2.045 -0.044 0.1 0.0 0.1 0.00
C -0.866 1.441 0.672 0.1 0.1 0.0 0.02
C -1.055 1.163 2.142 0.0 0.0 -0.1 0.01
H 2.548 -4.698 0.999 0.0 0.0 0.0 0.00
H 1.208 -3.552 1.288 0.0 0.0 0.0 0.00
H 2.900 -3.048 1.508 0.0 0.0 0.0 0.00
H 2.465 3.142 0.120 0.0 0.0 0.0 0.01
H 2.203 4.716 0.859 0.0 0.0 0.0 0.00
H 0.831 3.658 0.543 0.0 0.0 0.0 0.00
H 2.105 5.021 3.150 0.0 0.0 0.0 0.00
H 2.414 5.480 5.452 0.0 0.0 0.0 0.00
H 3.335 4.269 6.353 0.0 0.0 0.0 0.00
H 1.582 4.298 6.468 0.0 0.0 0.0 0.00
H 2.578 1.747 5.849 0.0 0.0 0.0 0.00
H 2.735 -0.427 5.128 0.0 0.0 0.0 0.00
H 3.187 -0.752 3.465 0.0 0.0 0.0 0.00
H 1.485 -0.776 3.943 0.0 0.0 0.0 0.00
H 2.280 0.216 -1.734 0.0 0.0 0.0 0.02
H 2.390 1.926 -2.164 0.0 0.0 0.0 0.00
H 1.498 0.804 -3.192 0.0 0.0 0.1 0.00
H -0.512 2.150 -3.129 0.0 0.0 0.0 0.00
H -2.700 3.051 -3.208 0.0 0.0 0.0 0.00
H -2.975 4.056 -1.783 0.0 0.0 0.0 0.00
H -3.837 2.538 -1.958 0.0 0.0 0.0 0.00
H -2.806 2.298 0.471 0.0 0.0 0.0 0.00
H -2.112 1.185 2.401 0.0 0.0 0.0 0.00
H -0.544 1.907 2.758 0.0 0.0 0.0 0.00
H -0.675 0.178 2.425 0.0 0.0 0.0 0.01
F 0.143 -6.768 -3.370 0.1 0.0 -0.1 0.00
C -0.761 -6.225 -2.569 0.1 0.0 0.0 0.00
F -0.941 -7.001 -1.514 0.0 -0.1 0.1 0.00
F -1.913 -6.107 -3.230 -0.1 0.0 0.0 0.00
C -0.312 -4.821 -2.138 0.2 0.1 0.1 0.02
O 0.214 -4.035 -2.980 -0.1 0.0 0.1 0.00
O -0.540 -4.389 -0.970 0.0 0.0 -0.3 0.00
```
Forces are in eV/Å.

Output
Max |F|   0.0132 hartree/bohr
Multiplicity   3
Kohn-Sham gap (alpha / beta)   7.99 / 5.90 eV
Net charge   +1
HOMO (alpha / beta)   -11.554 / -12.152 eV
Energy above the lowest of the compared OMol25 structures with the same formula, charge and spin   0.0 kcal/mol



Q: The lowest net charge belongs to which entry?
A: C12H31BrIN3O5PS2